Formula: C3H3NOS
Source: OMol25
Level of theory: wB97M-V/def2-TZVPD

Properties
E_LUMO, eV: 0.55
SMILES string: S=c1[nH]cco1
E_HOMO, eV: -8.5
Total charge: 0
Max |F|, eV/A: 5.6

Each line ends with the natural charge from an NBO analysis.
Element x y z (Å)
C 0.344471 -0.141039 -0.051906  0.365
C -1.807088 0.797058 0.083289  -0.130
C -1.866805 -0.577777 0.156072  0.078
H 0.093359 1.997444 0.343826  0.453
H -2.637666 1.415515 -0.183862  0.243
H -2.737032 -1.245274 0.189869  0.225
N -0.337265 1.027666 -0.183397  -0.603
O -0.586151 -1.193573 -0.130180  -0.445
S 2.019246 -0.017639 0.053166  -0.188

Atoms 1-3, force components in eV/Å:
C 0.562 0.577 -0.644
C 3.054 -3.890 -0.819
C 0.673 1.280 -1.315